No. 1
C14H15BMoN7O | wB97M-V/def2-TZVPD

Positions of all 39 atoms, in Å:
Mo (0.24, 0.78, 0.06)
C (-2.34, 1.74, 3.27)
C (-1.15, 1.93, 2.60)
N (-1.12, 1.13, 1.52)
N (-2.28, 0.41, 1.50)
C (-3.02, 0.78, 2.54)
B (-2.56, -0.64, 0.39)
N (-1.39, -1.66, 0.41)
C (-1.39, -2.99, 0.56)
C (-0.08, -3.45, 0.49)
C (0.69, -2.31, 0.29)
N (-0.12, -1.23, 0.23)
N (-2.47, 0.08, -0.98)
C (-3.37, 0.23, -1.95)
C (-2.80, 0.98, -2.98)
C (-1.52, 1.25, -2.55)
N (-1.31, 0.70, -1.33)
H (-2.67, 2.24, 4.17)
H (-0.33, 2.60, 2.82)
H (-3.99, 0.33, 2.72)
H (-3.61, -1.17, 0.56)
H (-2.31, -3.53, 0.71)
H (0.27, -4.46, 0.57)
H (1.76, -2.23, 0.18)
H (-4.36, -0.18, -1.86)
H (-3.26, 1.27, -3.90)
H (-0.75, 1.81, -3.05)
O (1.92, 1.82, 0.78)
N (2.91, 1.18, 0.09)
C (3.86, 0.52, 0.76)
C (4.78, -0.24, 0.08)
C (4.70, -0.33, -1.30)
C (3.71, 0.37, -1.98)
C (2.84, 1.15, -1.26)
H (3.85, 0.62, 1.84)
H (5.55, -0.76, 0.63)
H (5.41, -0.94, -1.85)
H (3.65, 0.35, -3.06)
H (2.11, 1.83, -1.69)

net charge: +2
expectation value of S²: 3.77
2S+1: 4
lowest unoccupied orbital energy (alpha / beta): -7.253 / -7.414 eV

---

No. 2
C26H30BN9NaOS2 | wB97M-V/def2-TZVPD

Positions of all 70 atoms, in Å:
Na (-0.04, 0.83, 1.14)
C (2.97, -2.76, -2.96)
C (2.50, -3.04, -1.53)
C (2.99, -4.40, -1.04)
C (1.01, -2.95, -1.46)
C (0.02, -3.34, -2.36)
C (-1.18, -3.00, -1.76)
N (-0.95, -2.42, -0.58)
N (0.38, -2.40, -0.41)
B (-2.16, -1.90, 0.36)
N (-2.71, -0.63, -0.26)
C (-3.89, -0.54, -0.90)
C (-3.98, 0.70, -1.47)
C (-2.76, 1.33, -1.15)
N (-2.01, 0.52, -0.40)
C (-2.31, 2.69, -1.58)
C (-1.13, 2.58, -2.55)
C (-1.98, 3.61, -0.40)
N (-1.79, -1.79, 1.83)
C (-2.06, -2.72, 2.77)
C (-1.64, -2.24, 3.99)
C (-1.11, -0.97, 3.70)
N (-1.21, -0.71, 2.41)
C (-0.47, 0.02, 4.63)
C (-1.44, 0.44, 5.73)
C (0.82, -0.54, 5.22)
H (4.06, -2.75, -2.99)
H (2.62, -1.79, -3.30)
H (2.62, -3.53, -3.65)
H (2.90, -2.25, -0.90)
H (2.58, -5.21, -1.66)
H (2.69, -4.58, -0.01)
H (4.08, -4.45, -1.10)
H (0.16, -3.81, -3.32)
H (-2.20, -3.13, -2.09)
H (-2.98, -2.76, 0.25)
H (-4.58, -1.37, -0.88)
H (-4.79, 1.11, -2.05)
H (-3.16, 3.13, -2.12)
H (-0.27, 2.14, -2.04)
H (-0.84, 3.56, -2.92)
H (-1.38, 1.95, -3.40)
H (-1.10, 3.27, 0.16)
H (-2.82, 3.67, 0.29)
H (-1.75, 4.61, -0.76)
H (-2.54, -3.64, 2.50)
H (-1.71, -2.74, 4.94)
H (-0.22, 0.90, 4.03)
H (-1.73, -0.42, 6.35)
H (-2.35, 0.87, 5.32)
H (-0.98, 1.18, 6.39)
H (0.62, -1.42, 5.83)
H (1.30, 0.21, 5.85)
H (1.52, -0.82, 4.44)
S (1.41, 3.06, 1.56)
C (1.83, 2.96, -0.12)
C (1.77, 4.15, -0.87)
C (2.13, 4.23, -2.20)
C (2.01, 5.48, -2.89)
N (1.91, 6.49, -3.43)
C (2.56, 3.07, -2.87)
C (2.62, 1.88, -2.16)
C (2.28, 1.79, -0.81)
S (2.49, 0.23, -0.03)
C (2.91, 3.09, -4.25)
N (3.21, 3.08, -5.37)
H (1.44, 5.05, -0.36)
H (2.97, 0.99, -2.65)
O (1.86, -2.22, 1.38)
N (0.97, -1.63, 0.94)

net charge: -1
relative energy (zero: lowest compared OMol25 entry of this formula, charge and spin): 0.0 kcal per mole
2S+1: 1
lowest unoccupied orbital energy (alpha / beta): 1.565 / 1.596 eV

---

No. 3
C21H44Br14O5S | wB97M-V/def2-TZVPD

Positions of all 85 atoms, in Å:
C (1.16, 2.95, 2.14)
C (0.71, 4.22, 1.40)
C (-0.41, 4.02, 0.38)
C (-1.17, 5.31, 0.13)
O (-1.34, 3.01, 0.88)
S (-1.77, 1.94, -0.23)
O (-0.90, 0.80, -0.07)
O (-3.25, 1.56, 0.39)
O (-3.31, 1.63, 1.83)
C (-4.39, 2.50, 2.17)
C (-4.55, 3.77, 1.33)
C (-4.91, 4.95, 2.23)
O (-5.49, 3.61, 0.29)
H (1.91, 2.41, 1.57)
H (0.33, 2.30, 2.39)
H (1.63, 3.24, 3.08)
H (0.43, 5.02, 2.08)
H (1.57, 4.59, 0.83)
H (0.00, 3.71, -0.58)
H (-0.47, 6.15, 0.08)
H (-1.71, 5.28, -0.81)
H (-1.89, 5.49, 0.93)
H (-5.32, 1.93, 2.12)
H (-4.22, 2.74, 3.22)
H (-3.59, 4.00, 0.87)
H (-4.22, 4.99, 3.08)
H (-5.92, 4.87, 2.62)
H (-4.79, 5.88, 1.68)
H (-6.36, 3.39, 0.66)
Br (3.15, -1.54, -1.17)
C (1.28, -1.87, -1.62)
C (0.88, -3.31, -1.43)
Br (1.57, -4.43, -2.86)
H (1.15, -1.56, -2.65)
H (0.71, -1.21, -0.97)
H (-0.20, -3.40, -1.47)
H (1.24, -3.74, -0.51)
Br (4.28, -0.58, 3.02)
C (2.48, -0.73, 3.76)
C (1.87, -2.06, 3.43)
Br (1.34, -2.16, 1.57)
H (1.92, 0.11, 3.37)
H (2.60, -0.62, 4.84)
H (0.97, -2.23, 4.02)
H (2.57, -2.88, 3.57)
Br (-7.33, 6.45, -2.72)
C (-7.29, 4.55, -3.15)
C (-8.55, 3.85, -2.74)
Br (-8.61, 3.57, -0.82)
H (-6.41, 4.14, -2.66)
H (-7.16, 4.50, -4.23)
H (-8.60, 2.86, -3.18)
H (-9.45, 4.41, -3.00)
Br (4.35, -4.83, 3.85)
C (5.74, -4.38, 2.57)
C (5.22, -4.36, 1.16)
Br (4.94, -6.15, 0.46)
H (6.54, -5.11, 2.72)
H (6.09, -3.39, 2.86)
H (5.94, -3.89, 0.50)
H (4.27, -3.84, 1.08)
Br (3.05, -2.56, -6.73)
C (1.55, -3.80, -6.68)
C (1.41, -4.56, -7.98)
Br (0.63, -3.46, -9.38)
H (0.67, -3.22, -6.44)
H (1.77, -4.48, -5.87)
H (0.73, -5.39, -7.85)
H (2.36, -4.92, -8.35)
Br (6.21, 2.43, 4.84)
C (7.72, 1.62, 5.75)
C (7.98, 0.22, 5.28)
Br (6.70, -1.05, 6.01)
H (7.51, 1.66, 6.82)
H (8.57, 2.26, 5.52)
H (8.95, -0.13, 5.62)
H (7.93, 0.13, 4.19)
Br (-1.04, -6.24, -5.39)
C (-1.98, -5.33, -3.96)
C (-2.70, -6.29, -3.05)
Br (-4.32, -6.99, -3.86)
H (-2.65, -4.62, -4.43)
H (-1.21, -4.79, -3.41)
H (-3.02, -5.79, -2.14)
H (-2.08, -7.15, -2.79)

relative energy (zero: lowest compared OMol25 entry of this formula, charge and spin): 0.0 kcal per mole
2S+1: 1
lowest unoccupied orbital energy: 0.304 eV

---

No. 4
C42H35Br2GeN2O7Ta | wB97M-V/def2-TZVPD

Positions of all 90 atoms, in Å:
Ta (0.10, -0.55, -1.21)
O (-0.89, -2.12, 2.46)
C (-0.16, -2.14, 1.51)
O (-0.16, -1.21, 0.55)
C (0.83, -3.27, 1.28)
C (0.58, -3.97, -0.07)
C (1.35, -5.30, -0.09)
C (2.80, -4.80, -0.32)
C (2.60, -3.27, -0.35)
O (1.32, -3.15, -1.00)
C (2.31, -2.78, 1.08)
C (2.42, -1.29, 1.39)
O (2.32, -0.93, 2.53)
O (2.23, 1.01, 0.75)
H (0.73, -3.95, 2.12)
H (-0.46, -4.02, -0.38)
H (1.01, -5.94, -0.90)
H (1.23, -5.84, 0.85)
H (3.18, -5.13, -1.28)
H (3.50, -5.11, 0.45)
H (3.37, -2.74, -0.89)
H (2.97, -3.27, 1.80)
O (-1.13, -2.69, -2.38)
C (-2.14, -2.20, -3.29)
C (-2.19, -0.69, -3.25)
C (-2.67, 0.08, -4.25)
C (-2.43, 1.51, -4.18)
C (-1.96, 2.08, -3.06)
C (-1.84, 1.26, -1.81)
N (-1.62, -0.16, -2.13)
H (-0.34, -2.90, -2.90)
H (-3.09, -2.60, -2.94)
H (-1.95, -2.55, -4.30)
H (-3.09, -0.36, -5.14)
H (-2.59, 2.09, -5.07)
H (-1.72, 3.13, -3.02)
H (-2.80, 1.34, -1.26)
Br (1.73, -1.65, -5.90)
C (2.79, -1.22, -4.40)
C (4.17, -1.29, -4.46)
C (4.91, -1.01, -3.32)
Br (6.80, -1.11, -3.44)
C (4.31, -0.69, -2.11)
C (4.98, -0.40, -0.85)
C (4.27, -0.18, 0.26)
C (2.76, -0.22, 0.31)
N (2.13, -0.48, -0.97)
C (2.91, -0.64, -2.08)
C (2.14, -0.85, -3.23)
O (0.82, -0.72, -3.06)
H (4.66, -1.58, -5.38)
H (6.06, -0.36, -0.83)
H (4.74, 0.08, 1.20)
H (2.24, 1.02, 1.72)
C (-0.65, 1.52, -0.87)
Ge (-1.28, 1.81, 1.00)
C (-0.02, 1.97, 2.51)
C (0.79, 3.10, 2.59)
C (1.61, 3.31, 3.69)
C (1.62, 2.40, 4.73)
C (0.81, 1.28, 4.68)
C (-0.01, 1.06, 3.57)
C (-2.75, 0.60, 1.55)
C (-3.28, 0.80, 2.83)
C (-4.32, 0.02, 3.30)
C (-4.88, -0.97, 2.50)
C (-4.36, -1.18, 1.23)
C (-3.30, -0.41, 0.77)
C (-2.02, 3.66, 1.00)
C (-2.45, 4.26, 2.19)
C (-2.94, 5.55, 2.21)
C (-3.01, 6.29, 1.03)
C (-2.58, 5.71, -0.16)
C (-2.09, 4.41, -0.16)
H (0.01, 2.32, -1.20)
H (0.76, 3.83, 1.79)
H (2.24, 4.20, 3.72)
H (2.25, 2.57, 5.60)
H (0.81, 0.56, 5.49)
H (-0.63, 0.18, 3.53)
H (-2.85, 1.56, 3.47)
H (-4.70, 0.19, 4.30)
H (-5.71, -1.56, 2.86)
H (-4.77, -1.95, 0.60)
H (-2.92, -0.61, -0.22)
H (-2.38, 3.71, 3.13)
H (-3.26, 6.00, 3.14)
H (-3.40, 7.30, 1.04)
H (-2.62, 6.28, -1.08)
H (-1.75, 3.99, -1.10)

relative energy (zero: lowest compared OMol25 entry of this formula, charge and spin): 43.4 kcal per mole
2S+1: 1
lowest unoccupied orbital energy: -0.262 eV